Entry from OMol25: 15 unconnected molecules or ions with the total composition C50H136N6O28 (ωB97M-V with the def2-TZVPD basis set).

Properties
E_HOMO ... -8.479 eV
Kohn-Sham gap ... 0.3124 Eh
ΔE to the lowest compared entry with this formula, charge and spin ... 4.572 eV
Calculated total energy ... -4421.20806 Eh
Multiplicity ... 1

Atoms and positions in Å:
C: -2.70 1.05 -3.44
O: -3.93 1.27 -4.04
C: -3.97 2.57 -4.77
C: -5.42 2.57 -5.37
N: -5.39 3.73 -6.16
C: -6.63 3.93 -6.85
C: -6.56 4.98 -8.00
O: -5.46 4.72 -8.77
C: -4.94 5.82 -9.44
H: -2.14 0.58 -4.25
H: -2.74 0.19 -2.77
H: -2.29 1.90 -2.88
H: -3.18 2.69 -5.52
H: -3.75 3.33 -4.02
H: -6.28 2.68 -4.71
H: -5.57 1.77 -6.09
H: -4.60 3.55 -6.76
H: -7.40 4.27 -6.15
H: -6.99 3.00 -7.29
H: -6.37 5.91 -7.47
H: -7.48 4.76 -8.55
H: -3.85 5.75 -9.53
H: -5.11 6.76 -8.92
H: -5.35 5.82 -10.44
C: -2.66 4.09 5.12
O: -2.26 3.00 5.89
C: -1.04 2.40 5.35
C: -0.83 1.06 6.04
N: -1.76 0.07 5.43
C: -1.60 -1.33 5.84
C: -1.93 -1.56 7.33
O: -3.16 -0.95 7.71
C: -3.38 -1.08 9.05
H: -2.58 3.80 4.07
H: -2.18 5.05 5.35
H: -3.73 4.18 5.27
H: -0.27 3.12 5.64
H: -0.99 2.17 4.29
H: -0.97 1.22 7.11
H: 0.22 0.77 6.12
H: -2.69 0.47 5.43
H: -0.57 -1.62 5.64
H: -2.29 -1.86 5.19
H: -1.05 -1.23 7.90
H: -1.95 -2.63 7.48
H: -2.65 -0.51 9.62
H: -3.24 -2.08 9.46
H: -4.41 -0.72 9.15
C: 4.21 1.27 3.01
O: 4.72 2.44 3.72
C: 3.74 3.44 4.01
C: 4.35 4.33 5.16
N: 4.63 3.66 6.44
C: 3.45 3.23 7.12
C: 3.17 4.14 8.36
O: 2.59 3.51 9.43
C: 1.30 2.96 9.23
H: 5.10 0.65 2.86
H: 3.85 1.56 2.03
H: 3.51 0.72 3.64
H: 2.83 2.91 4.28
H: 3.52 4.04 3.13
H: 3.86 5.30 5.26
H: 5.38 4.53 4.87
H: 5.19 2.85 6.23
H: 3.54 2.20 7.46
H: 2.61 3.21 6.43
H: 2.56 5.01 8.13
H: 4.09 4.61 8.72
H: 0.64 3.82 9.36
H: 1.11 2.09 9.86
H: 1.19 2.51 8.25
C: 6.51 -1.99 -7.43
O: 5.22 -1.37 -7.57
C: 4.90 -0.38 -6.66
C: 3.59 0.19 -7.12
N: 3.16 1.06 -5.97
C: 1.79 1.58 -6.25
C: 0.82 0.60 -5.52
O: 1.21 0.36 -4.14
C: 0.88 -0.91 -3.62
H: 6.85 -2.09 -6.40
H: 7.21 -1.61 -8.18
H: 6.30 -3.04 -7.66
H: 5.69 0.36 -6.80
H: 4.87 -0.80 -5.65
H: 2.88 -0.63 -7.19
H: 3.60 0.77 -8.04
H: 3.02 0.24 -5.39
H: 1.49 1.75 -7.29
H: 1.77 2.44 -5.58
H: 0.81 -0.28 -6.16
H: -0.16 1.04 -5.34
H: 1.00 -1.82 -4.22
H: -0.12 -0.94 -3.19
H: 1.54 -1.17 -2.80
C: -4.39 -6.81 -1.48
O: -3.11 -7.10 -1.08
C: -2.51 -8.21 -1.81
C: -1.29 -8.80 -1.06
N: -0.19 -7.89 -1.19
C: 0.88 -8.44 -0.35
C: 2.31 -7.69 -0.59
O: 2.36 -6.43 0.09
C: 1.55 -5.39 -0.43
H: -4.70 -5.78 -1.35
H: -5.05 -7.47 -0.90
H: -4.43 -7.01 -2.55
H: -2.30 -7.83 -2.81
H: -3.23 -9.02 -1.95
H: -1.12 -9.80 -1.46
H: -1.69 -8.98 -0.06
H: -0.27 -7.04 -0.64
H: 1.19 -9.42 -0.71
H: 0.66 -8.28 0.71
H: 2.43 -7.41 -1.64
H: 3.09 -8.37 -0.26
H: 2.10 -4.96 -1.27
H: 1.38 -4.52 0.21
H: 0.57 -5.61 -0.84
C: 1.62 1.74 -1.12
O: 1.54 1.51 0.28
C: 1.96 0.20 0.66
C: 0.93 -0.91 0.33
N: -0.34 -0.75 0.99
C: -1.36 -1.38 0.20
C: -2.64 -1.54 1.00
O: -3.30 -0.29 1.34
C: -2.73 0.71 2.29
H: 2.64 1.84 -1.50
H: 1.22 2.73 -1.37
H: 1.00 1.12 -1.77
H: 2.17 0.19 1.73
H: 2.95 -0.06 0.27
H: 1.35 -1.88 0.61
H: 0.65 -0.82 -0.72
H: -0.54 0.16 1.37
H: -0.99 -2.40 0.06
H: -1.50 -1.05 -0.83
H: -2.47 -2.10 1.92
H: -3.22 -2.26 0.42
H: -3.31 0.72 3.21
H: -2.82 1.76 1.98
H: -1.71 0.55 2.63
C: 5.94 2.53 -0.07
C: 6.91 3.20 -1.07
O: 6.79 2.32 -2.18
O: 4.65 3.14 -0.31
H: 6.36 2.79 0.90
H: 5.83 1.45 -0.17
H: 7.92 3.10 -0.69
H: 6.76 4.27 -1.22
H: 7.23 2.69 -2.95
H: 4.38 2.94 -1.21
C: 5.08 -2.26 -2.15
C: 5.48 -2.28 -0.70
O: 4.27 -2.22 0.09
O: 4.62 -0.97 -2.52
H: 4.27 -2.98 -2.24
H: 5.85 -2.61 -2.83
H: 6.22 -1.49 -0.57
H: 5.95 -3.24 -0.51
H: 4.68 -2.56 0.89
H: 3.97 -0.76 -1.85
C: -2.39 -5.30 1.84
C: -1.66 -6.44 2.49
O: -1.94 -7.76 2.01
O: -1.97 -5.14 0.45
H: -2.15 -4.38 2.38
H: -3.47 -5.36 1.97
H: -1.68 -6.28 3.56
H: -0.62 -6.30 2.19
H: -2.90 -7.85 2.09
H: -2.39 -5.68 -0.23
C: -7.05 -2.49 1.19
C: -6.97 -1.00 1.03
O: -5.90 -0.75 0.13
O: -7.08 -3.10 -0.05
H: -7.91 -2.80 1.79
H: -6.22 -2.99 1.69
H: -6.93 -0.53 2.02
H: -7.92 -0.65 0.63
H: -5.12 -0.65 0.68
H: -6.55 -2.64 -0.70
C: 0.24 5.59 -3.09
C: 1.74 5.59 -3.42
O: 2.68 4.98 -2.59
O: -0.16 6.48 -2.05
H: -0.27 4.63 -2.98
H: -0.28 6.04 -3.94
H: 2.03 6.64 -3.37
H: 1.84 5.32 -4.47
H: 2.64 4.02 -2.68
H: -1.09 6.43 -1.84
C: 1.79 -3.35 4.27
C: 0.71 -4.17 3.65
O: -0.37 -4.39 4.52
O: 2.28 -3.96 5.40
H: 1.33 -2.44 4.67
H: 2.64 -3.12 3.61
H: 0.97 -5.18 3.34
H: 0.36 -3.77 2.70
H: 0.09 -4.78 5.27
H: 3.12 -3.56 5.61
C: -2.84 4.24 -0.62
C: -3.83 5.32 -1.22
O: -3.41 6.63 -0.93
O: -2.88 4.36 0.82
H: -1.84 4.24 -1.06
H: -3.25 3.25 -0.80
H: -4.84 5.21 -0.82
H: -4.08 5.08 -2.26
H: -3.32 6.62 0.03
H: -2.05 4.06 1.19
O: 4.03 1.95 -3.55
H: 3.83 1.71 -4.45
H: 4.78 1.40 -3.31
O: 2.43 4.40 0.94
H: 3.32 4.03 0.96
H: 2.11 4.19 0.06